Entry from OMol25: a molecular structure, C42H57BCl3IN10OS3Y (wB97M-V/def2-TZVPD).

- E_LUMO: -7.0 eV
- Total charge: +3
- Kohn-Sham gap: 0.2788 hartree
- ΔE to the lowest compared entry with this formula, charge and spin: 0.00 kJ/mol

XYZ file:
```
119
Properties=species:S:1:pos:R:3:forces:R:3:mulliken_charge:R:1
Y -0.472 0.694 -0.067 -0.231 -0.537 -0.508 0.46
C -3.838 -3.691 -1.872 -0.075 -0.017 -0.025 -1.64
C -2.550 -4.168 -1.289 0.210 -0.012 0.072 0.06
C -2.300 -5.483 -1.024 0.004 -0.030 0.005 -0.48
C -1.059 -5.900 -0.481 -0.035 0.013 0.106 -0.06
N -0.115 -5.029 -0.238 -0.040 0.056 -0.027 -0.32
N -0.355 -3.742 -0.514 0.010 -0.136 -0.038 0.51
B 0.823 -2.811 -0.217 0.027 -0.003 -0.062 -0.21
N 1.954 -3.424 0.632 0.105 -0.164 -0.032 0.82
N 2.909 -4.277 0.309 -0.011 0.037 0.056 -1.12
C 3.734 -4.592 1.285 0.017 0.037 -0.008 -0.02
C 3.585 -4.029 2.584 0.042 -0.020 -0.046 -0.23
C 2.604 -3.120 2.891 -0.097 0.021 -0.166 -0.07
C 2.404 -2.486 4.224 -0.006 0.009 0.108 -1.19
C 1.770 -2.834 1.799 0.027 0.066 0.023 0.23
S 0.337 -1.865 1.474 -0.033 0.014 -0.008 0.21
C 4.850 -5.576 0.988 -0.032 0.050 -0.005 2.03
C 4.860 -5.952 -0.491 0.019 -0.054 -0.056 -1.71
C 6.194 -4.932 1.359 0.029 0.011 0.021 -1.71
C 4.615 -6.831 1.839 0.001 -0.069 0.043 -1.41
N 1.431 -2.289 -1.558 -0.083 -0.005 0.074 0.80
N 1.423 -3.346 -2.392 0.002 0.047 -0.007 0.02
C 2.016 -3.253 -3.549 -0.005 -0.018 -0.049 -0.11
C 2.647 -2.046 -3.939 -0.017 0.025 0.071 -0.32
C 2.665 -0.970 -3.101 -0.057 -0.197 0.060 0.15
C 3.320 0.319 -3.466 0.005 0.024 -0.051 -1.86
C 2.023 -1.124 -1.830 0.109 0.190 -0.038 0.37
S 2.071 0.169 -0.682 0.090 -0.036 0.016 -0.34
C 2.010 -4.474 -4.449 -0.068 0.028 0.031 2.40
C 1.344 -4.101 -5.780 -0.020 0.012 -0.036 -1.75
C 3.463 -4.903 -4.686 0.078 -0.016 -0.002 -1.47
C 1.241 -5.622 -3.797 -0.019 -0.074 -0.013 -2.05
C -1.498 -3.253 -0.993 -0.038 0.089 0.016 0.77
S -1.668 -1.553 -1.300 -0.136 0.020 -0.007 -0.33
C -0.786 -7.355 -0.152 0.060 -0.001 -0.095 2.29
C -1.820 -7.835 0.875 -0.038 -0.005 0.051 -1.81
C -0.920 -8.175 -1.443 -0.010 -0.055 -0.006 -1.48
C 0.621 -7.530 0.418 0.013 -0.023 0.034 -2.15
H -4.522 -4.523 -2.020 -0.004 0.004 -0.015 0.47
H -4.314 -2.955 -1.222 0.008 0.008 0.006 0.23
H -3.663 -3.199 -2.829 -0.012 0.006 -0.009 0.35
H -3.060 -6.228 -1.220 -0.014 0.019 -0.034 0.52
H 4.293 -4.325 3.349 -0.024 0.013 0.037 0.49
H 3.206 -2.752 4.908 0.007 0.012 -0.005 0.44
H 2.364 -1.400 4.130 -0.008 -0.010 -0.009 0.07
H 1.460 -2.819 4.662 -0.007 0.020 -0.002 0.31
H 5.020 -5.081 -1.127 0.009 0.022 0.012 0.35
H 5.674 -6.656 -0.669 -0.002 0.000 -0.001 0.53
H 3.927 -6.426 -0.796 -0.012 -0.003 0.021 0.14
H 6.371 -4.022 0.785 -0.006 0.011 -0.004 0.37
H 6.262 -4.690 2.421 0.000 0.004 0.002 0.34
H 7.003 -5.628 1.139 -0.015 -0.020 -0.013 0.48
H 3.661 -7.302 1.594 -0.012 0.005 -0.010 0.16
H 5.406 -7.555 1.649 0.009 0.009 -0.016 0.47
H 4.626 -6.613 2.908 -0.003 0.015 0.011 0.37
H 3.119 -1.982 -4.910 0.006 0.007 -0.007 0.53
H 3.722 0.265 -4.475 0.015 0.023 0.007 0.44
H 2.608 1.145 -3.408 0.009 0.000 -0.005 0.30
H 4.126 0.553 -2.770 0.007 0.001 0.000 0.41
H 1.878 -3.308 -6.305 0.014 0.016 0.013 0.37
H 1.330 -4.968 -6.440 0.004 -0.022 0.018 0.47
H 0.312 -3.778 -5.627 -0.010 0.007 -0.003 0.35
H 4.052 -4.124 -5.173 -0.009 0.016 -0.001 0.37
H 3.951 -5.167 -3.747 0.004 -0.005 0.006 0.14
H 3.484 -5.777 -5.336 -0.011 -0.009 -0.001 0.47
H 0.195 -5.358 -3.626 -0.011 0.022 0.000 0.24
H 1.267 -6.488 -4.458 0.007 0.011 -0.007 0.65
H 1.678 -5.906 -2.839 0.022 0.016 0.013 0.15
H -2.843 -7.751 0.506 -0.006 0.011 -0.019 0.35
H -1.647 -8.887 1.100 0.020 -0.006 -0.002 0.48
H -1.742 -7.276 1.809 0.006 0.013 0.000 0.38
H -1.927 -8.131 -1.861 -0.008 0.019 0.000 0.39
H -0.215 -7.838 -2.204 0.029 0.027 -0.016 0.18
H -0.706 -9.223 -1.229 -0.001 0.000 0.004 0.49
H 0.746 -6.981 1.354 -0.014 0.009 0.005 0.32
H 0.792 -8.587 0.620 -0.006 0.002 -0.002 0.56
H 1.385 -7.183 -0.278 -0.003 0.005 -0.038 0.27
Cl 1.951 6.836 3.250 -0.018 -0.007 -0.015 -0.16
C 1.415 5.262 2.806 -0.021 0.087 -0.017 0.33
C 0.446 5.123 1.819 0.109 -0.095 0.157 -1.11
C 0.062 3.836 1.511 -0.099 0.073 -0.108 1.25
Cl -1.154 3.574 0.231 0.182 0.028 0.129 -0.27
C 0.570 2.678 2.102 -0.061 0.268 -0.131 -0.83
O 0.150 1.487 1.701 0.278 0.082 0.505 0.07
C 1.538 2.879 3.089 -0.024 0.096 0.081 0.55
Cl 2.213 1.506 3.886 -0.009 -0.056 -0.032 -0.24
C 1.958 4.152 3.438 -0.077 -0.075 -0.055 -0.82
H 0.024 5.984 1.323 0.003 0.018 -0.007 0.49
H 2.711 4.274 4.204 0.006 0.029 0.001 0.50
C -3.957 1.578 3.371 -0.146 -0.082 0.004 -1.03
C -2.628 1.372 2.623 -0.033 0.001 0.035 -0.36
N -2.833 0.535 1.418 0.207 0.109 0.023 1.37
C -3.188 -0.829 1.857 0.090 -0.094 -0.067 0.13
C -4.352 -0.793 2.864 -0.118 0.096 0.046 -1.07
N -4.943 0.588 2.813 0.037 0.004 -0.028 0.04
C -5.283 0.944 1.393 -0.035 -0.045 0.142 -0.84
C -3.952 1.078 0.626 -0.020 -0.002 -0.050 -0.66
H -4.387 2.567 3.218 0.039 0.013 0.018 0.36
H -3.877 1.388 4.439 0.042 0.057 -0.003 0.38
H -1.886 0.881 3.251 -0.007 0.007 -0.003 0.51
H -2.218 2.336 2.335 -0.013 -0.008 0.000 -0.04
H -2.315 -1.294 2.315 -0.022 -0.001 0.001 -0.02
H -3.439 -1.410 0.970 -0.025 0.000 0.014 0.05
H -4.035 -0.962 3.892 0.013 -0.028 -0.019 0.36
H -5.146 -1.496 2.618 0.040 -0.036 0.008 0.39
H -5.792 0.612 3.377 -0.009 -0.007 -0.006 0.31
H -5.855 1.869 1.415 0.001 -0.005 -0.046 0.37
H -5.917 0.144 1.014 0.008 0.030 -0.049 0.30
H -3.743 2.126 0.410 0.005 -0.006 0.001 0.45
H -4.011 0.531 -0.316 -0.011 0.026 -0.004 0.44
I -0.216 0.738 -6.456 0.043 -0.074 -0.155 0.18
C -0.706 1.423 -4.592 -0.022 0.205 0.227 -1.26
C -1.399 2.570 -4.253 0.001 -0.010 -0.006 0.02
N -1.469 2.612 -2.915 0.089 -0.023 0.047 -0.22
N -0.839 1.563 -2.341 -0.044 0.006 0.016 0.32
C -0.375 0.845 -3.368 -0.097 -0.112 0.035 -0.23
H -1.834 3.348 -4.859 0.011 -0.013 -0.046 0.53
H -1.804 3.376 -2.352 -0.025 0.012 -0.023 0.07
H 0.160 -0.072 -3.187 -0.042 -0.021 -0.059 0.69
```
Forces are in eV/Å.